{"formula": "C40H46BBrCoN4O2", "method": "ωB97M-V/def2-TZVPD", "elements": ["Co", "O", "C", "C", "C", "C", "C", "C", "C", "N", "N", "C", "O", "C", "C", "C", "C", "C", "C", "H", "H", "H", "H", "H", "H", "H", "H", "H", "H", "C", "C", "C", "C", "C", "C", "C", "C", "C", "C", "C", "C", "N", "B", "N", "C", "C", "C", "C", "C", "C", "C", "C", "C", "C", "C", "C", "C", "C", "H", "H", "H", "H", "H", "H", "H", "H", "H", "H", "H", "H", "H", "H", "H", "H", "H", "H", "H", "H", "H", "H", "H", "H", "H", "H", "H", "H", "H", "H", "H", "H", "H", "H", "H", "H", "Br"], "coordinates": [[-0.167619, -1.868656, 0.024309], [-2.044879, -2.091125, 0.000722], [-2.847595, -1.964889, 0.965825], [-4.300660, -1.980522, 0.520705], [-5.332986, -1.440553, 1.542348], [-4.899728, -1.472694, 2.977968], [-3.602812, -1.641395, 3.280380], [-2.528495, -1.815881, 2.318597], [-1.164808, -1.798961, 2.799314], [-0.147668, -1.850824, 2.027028], [1.127708, -1.777319, 2.582850], [1.989265, -1.734871, 1.594503], [1.729698, -1.753065, 0.346622], [3.440186, -1.649225, 1.974951], [4.405274, -1.753742, 0.982613], [5.755816, -1.656205, 1.301271], [6.152000, -1.449426, 2.614622], [5.187819, -1.340454, 3.609886], [3.840085, -1.440874, 3.290412], [-4.496490, -2.964381, 0.088038], [-6.304468, -1.927470, 1.413339], [-5.639733, -1.341457, 3.761082], [-3.308679, -1.627186, 4.329041], [-0.993755, -1.686353, 3.876531], [4.069187, -1.891194, -0.037632], [6.499151, -1.733295, 0.515940], [7.204536, -1.366459, 2.861957], [5.487779, -1.171891, 4.638468], [3.073943, -1.358872, 4.050915], [2.342717, -2.451829, -3.172946], [1.862290, -1.003079, -3.097882], [1.759806, -0.380271, -4.493358], [2.747416, -0.152893, -2.209795], [4.132431, -0.265629, -2.298081], [4.969017, 0.470941, -1.474367], [4.418296, 1.334481, -0.543409], [3.039267, 1.494367, -0.443291], [2.476914, 2.459431, 0.581884], [2.944286, 3.890886, 0.302898], [2.812326, 2.037318, 2.012707], [2.204044, 0.755544, -1.293744], [0.795684, 0.947127, -1.228406], [-0.257769, 0.079719, -0.647741], [-1.414798, 1.008582, -0.784522], [-1.054535, 2.191938, -1.429721], [0.264330, 2.159445, -1.695066], [-2.743938, 0.721977, -0.369279], [-3.489473, -0.123435, -1.089724], [-4.664497, -0.784283, -0.436538], [-5.343194, -0.075837, 0.767329], [-4.463602, 0.958799, 1.382691], [-3.247806, 1.277519, 0.935502], [-2.450325, 2.268596, 1.777681], [-1.071106, 1.768489, 2.211920], [-2.349580, 3.672750, 1.158762], [-3.141305, -0.543131, -2.499483], [-4.047293, 0.227967, -3.469283], [-3.243121, -2.049442, -2.758042], [1.588243, -3.073522, -3.657849], [2.485098, -2.863095, -2.173228], [3.277491, -2.533805, -3.743115], [0.866441, -1.012967, -2.655363], [2.750150, -0.301138, -4.955069], [1.325142, 0.621991, -4.446474], [1.129411, -0.997750, -5.140265], [4.561700, -0.966548, -3.005306], [6.044989, 0.348498, -1.536577], [5.069875, 1.886095, 0.126821], [1.395482, 2.442133, 0.487076], [4.034044, 3.967622, 0.370066], [2.510263, 4.582034, 1.031701], [2.644161, 4.215497, -0.695883], [3.893645, 2.004210, 2.179970], [2.402967, 1.049248, 2.231364], [2.377272, 2.746493, 2.723941], [-1.776733, 2.950611, -1.690232], [0.877751, 2.895814, -2.192850], [-5.397685, -1.123039, -1.170978], [-6.350683, 0.321493, 0.594433], [-4.828499, 1.426426, 2.293498], [-3.040835, 2.372928, 2.691632], [-0.383778, 1.730962, 1.371291], [-1.123461, 0.763205, 2.631234], [-0.656593, 2.442550, 2.969828], [-1.504857, 3.741730, 0.472767], [-2.200080, 4.417285, 1.947149], [-3.260884, 3.933926, 0.614031], [-2.110453, -0.244161, -2.693976], [-5.101998, -0.016917, -3.296425], [-3.807491, -0.035052, -4.504030], [-3.926063, 1.306900, -3.347016], [-4.282972, -2.394902, -2.694595], [-2.637186, -2.611779, -2.049331], [-2.882290, -2.274486, -3.765693], [0.069827, -4.065302, -1.271842]], "atomic_forces_ev_per_a": [[0.218, 0.649, 0.037], [-0.340, -0.185, 0.040], [0.035, 0.097, 0.006], [-0.128, 0.117, 0.005], [0.097, 0.011, 0.071], [-0.024, 0.004, -0.087], [0.065, 0.006, -0.053], [0.025, -0.024, 0.173], [-0.232, -0.011, 0.115], [0.148, -0.033, 0.048], [-0.248, 0.050, -0.088], [0.268, 0.043, 0.164], [0.206, -0.031, -0.118], [-0.194, -0.010, -0.054], [0.128, 0.000, -0.041], [-0.117, -0.034, -0.051], [0.019, 0.003, -0.027], [-0.132, 0.006, 0.018], [0.122, -0.010, 0.200], [0.016, -0.044, 0.034], [0.002, -0.041, -0.025], [0.021, 0.006, 0.007], [0.001, -0.013, -0.010], [-0.032, -0.047, -0.016], [0.033, -0.007, 0.037], [-0.004, 0.008, -0.012], [0.008, -0.004, 0.003], [-0.007, -0.001, 0.000], [0.013, 0.008, -0.017], [0.145, 0.085, -0.115], [0.054, -0.026, -0.038], [-0.054, 0.017, -0.008], [0.070, -0.098, -0.050], [-0.028, 0.004, 0.041], [-0.035, 0.056, -0.020], [0.016, 0.035, -0.064], [0.041, 0.007, -0.048], [0.038, 0.019, 0.014], [0.004, -0.005, 0.064], [0.004, -0.026, -0.005], [-0.104, -0.031, 0.074], [-0.031, 0.106, -0.055], [-0.091, 0.245, -0.097], [0.122, 0.137, -0.141], [-0.056, -0.285, 0.057], [0.087, -0.204, 0.105], [0.031, 0.216, 0.320], [-0.207, -0.171, -0.006], [0.072, 0.018, 0.121], [0.030, -0.056, -0.078], [-0.134, -0.137, 0.032], [0.260, 0.041, -0.222], [0.065, 0.009, -0.097], [-0.040, 0.014, 0.052], [0.029, -0.035, 0.009], [0.036, -0.085, -0.001], [-0.008, 0.001, -0.038], [-0.032, 0.017, -0.017], [0.041, 0.043, 0.027], [-0.009, 0.026, -0.065], [-0.015, 0.012, 0.010], [0.005, -0.067, 0.037], [-0.011, -0.008, 0.001], [0.013, -0.013, 0.006], [0.011, 0.018, 0.019], [-0.016, 0.015, 0.010], [-0.005, 0.008, -0.004], [-0.012, -0.013, 0.004], [-0.082, 0.019, -0.014], [-0.032, 0.014, 0.000], [0.010, -0.004, -0.015], [0.010, -0.019, 0.003], [-0.029, -0.025, -0.002], [0.022, 0.002, -0.017], [0.018, -0.007, -0.005], [0.009, -0.002, 0.023], [-0.007, -0.006, 0.004], [-0.027, 0.038, -0.014], [0.001, 0.039, -0.052], [0.025, -0.055, 0.018], [-0.063, 0.010, 0.015], [0.049, -0.010, -0.013], [-0.011, 0.034, -0.014], [-0.002, -0.004, -0.011], [-0.036, -0.004, -0.004], [0.025, -0.012, -0.005], [0.003, 0.004, 0.032], [0.014, 0.012, 0.050], [0.037, 0.010, -0.009], [-0.022, 0.003, 0.009], [0.004, -0.019, -0.006], [0.035, 0.010, 0.008], [-0.013, 0.021, -0.070], [-0.038, 0.023, -0.015], [-0.154, -0.472, -0.088]], "lowdin_charge": [0.218, -0.152, -0.295, -0.092, -0.210, -0.103, -0.083, -0.155, -0.122, -0.065, 0.082, -0.473, -0.143, -0.136, -0.021, -0.098, -0.127, -0.112, -0.051, 0.149, 0.127, 0.075, 0.094, 0.111, 0.107, 0.091, 0.082, 0.085, 0.098, -0.132, -0.367, -0.065, -0.126, -0.052, -0.107, -0.056, -0.122, -0.366, -0.069, -0.049, -0.114, 0.024, -0.301, 0.019, -0.111, -0.098, -0.114, -0.110, -0.134, -0.183, -0.025, -0.099, -0.351, -0.037, -0.072, -0.344, -0.071, -0.060, 0.041, 0.029, 0.061, 0.101, 0.070, 0.070, 0.072, 0.102, 0.091, 0.104, 0.099, 0.067, 0.070, 0.070, 0.074, 0.074, 0.072, 0.109, 0.109, 0.133, 0.125, 0.109, 0.114, 0.051, 0.071, 0.079, 0.051, 0.067, 0.074, 0.131, 0.069, 0.069, 0.070, 0.072, 0.040, 0.075, -0.076], "homo_lumo_gap_ev": [5.003, 5.246], "multiplicity": 2, "relative_energy_kcal_mol": 41.6, "largest_force_ev_per_a": 0.686, "charge": -2}

***

{"formula": "C40H46CrI2N4O6P2Si2", "method": "ωB97M-V/def2-TZVPD", "elements": ["Cr", "C", "Si", "C", "C", "N", "P", "C", "P", "N", "Si", "C", "C", "C", "C", "C", "C", "C", "C", "C", "C", "C", "C", "C", "C", "C", "C", "C", "C", "C", "C", "C", "C", "C", "C", "C", "C", "C", "H", "H", "H", "H", "H", "H", "H", "H", "H", "H", "H", "H", "H", "H", "H", "H", "H", "H", "H", "H", "H", "H", "H", "H", "H", "H", "H", "H", "H", "H", "H", "H", "H", "H", "H", "H", "H", "H", "N", "N", "C", "O", "O", "H", "H", "H", "I", "I", "O", "C", "O", "C", "C", "C", "C", "O", "C", "O", "C", "C", "H", "H", "H", "H", "H"], "coordinates": [[-0.100493, -1.968226, -0.807352], [5.639128, 0.390037, 0.413237], [4.195953, 0.297710, -0.825346], [4.526684, 1.698447, -2.034787], [4.422962, -1.346074, -1.715366], [2.779729, 0.342226, 0.089076], [1.359721, 0.994988, 0.245014], [-0.038842, 0.012907, 0.064163], [-1.106919, -0.519731, 1.266846], [-1.320856, -2.084515, 0.893952], [-1.769379, -3.494787, 1.769566], [-0.421277, -4.088203, 2.946238], [-3.336156, -3.231011, 2.789627], [-2.105011, -4.924891, 0.616443], [-2.668070, 0.446382, 1.070397], [-2.870158, 1.669765, 1.709882], [-3.935749, 2.486976, 1.362366], [-4.823230, 2.091408, 0.370248], [-4.650052, 0.862336, -0.250370], [-3.586947, 0.044986, 0.105533], [-0.886155, -0.438993, 3.096419], [0.368243, -0.641580, 3.662785], [0.539584, -0.667612, 5.036680], [-0.557105, -0.509925, 5.872431], [-1.819371, -0.340362, 5.323069], [-1.981814, -0.302548, 3.945202], [1.405524, 1.867066, 1.872807], [2.500057, 1.688599, 2.709348], [2.578621, 2.359974, 3.922665], [1.563690, 3.224786, 4.306569], [0.479632, 3.431875, 3.462164], [0.411720, 2.764066, 2.249561], [1.177094, 2.491789, -0.807299], [0.196166, 2.550349, -1.784455], [0.073867, 3.663873, -2.605614], [0.928603, 4.741755, -2.438210], [1.904726, 4.702818, -1.447188], [2.028092, 3.583667, -0.641320], [6.599659, 0.356187, -0.110041], [5.610955, -0.449163, 1.113459], [5.605280, 1.315853, 0.994050], [5.553640, 1.618537, -2.402666], [4.409574, 2.678036, -1.569377], [3.839816, 1.635570, -2.876851], [5.015930, -1.213602, -2.623218], [3.455414, -1.752008, -2.010863], [4.935128, -2.079875, -1.086429], [-0.053217, -3.308115, 3.613811], [0.420901, -4.483275, 2.370868], [-0.812614, -4.900148, 3.565555], [-3.137587, -2.721016, 3.733014], [-3.777969, -4.203418, 3.020124], [-4.070982, -2.649482, 2.229287], [-1.364586, -4.969189, -0.182296], [-3.088039, -4.847353, 0.150848], [-2.060937, -5.862080, 1.178671], [-2.194663, 1.987391, 2.494574], [-4.073222, 3.435421, 1.868603], [-5.647071, 2.735388, 0.087193], [-5.333435, 0.534737, -1.023660], [-3.461405, -0.912556, -0.379174], [1.226155, -0.780637, 3.017601], [1.529269, -0.807044, 5.452974], [-0.428465, -0.520647, 6.947681], [-2.683866, -0.240168, 5.968599], [-2.971444, -0.173873, 3.526850], [3.286339, 1.018896, 2.377815], [3.434063, 2.207103, 4.571001], [1.623408, 3.749815, 5.252583], [-0.305523, 4.121349, 3.747998], [-0.413518, 2.947378, 1.572119], [-0.480524, 1.707610, -1.877123], [-0.687897, 3.683419, -3.374874], [0.838879, 5.611795, -3.078542], [2.571897, 5.545681, -1.308574], [2.795843, 3.550248, 0.124251], [1.653668, -2.321203, 0.364862], [2.181673, -3.606220, 0.127945], [1.549700, -4.344937, -0.901671], [2.104970, -5.357749, -1.299203], [0.412902, -3.877985, -1.263248], [2.263516, -1.543895, 0.061042], [1.468182, -2.203394, 1.358117], [3.190182, -3.671675, 0.123815], [-2.276882, -2.556438, -2.250880], [-4.917393, -2.554205, -3.959509], [1.920791, 0.453971, -3.201088], [1.011388, -0.363247, -3.136683], [0.994819, -1.373935, -2.346909], [-0.162696, -0.170449, -4.073559], [-0.187934, -0.891454, -5.257627], [-1.197678, -0.707437, -6.209095], [-2.154535, 0.230047, -5.920241], [-3.224603, 0.636264, -6.691849], [-3.986284, 1.492825, -5.845086], [-3.196751, 1.820830, -4.710318], [-2.137243, 0.941537, -4.737821], [-1.164416, 0.764384, -3.790737], [0.586089, -1.624483, -5.441401], [-1.227007, -1.277510, -7.127020], [-4.892370, 0.972480, -5.516660], [-4.225110, 2.409344, -6.391380], [-1.194377, 1.307443, -2.854617]], "atomic_forces_ev_per_a": [[1.215, 0.211, 0.715], [0.016, -0.005, -0.090], [0.105, 0.098, 0.221], [-0.072, -0.016, 0.008], [-0.050, 0.024, 0.013], [0.013, -0.032, -0.169], [-0.136, 0.084, -0.173], [0.201, -0.128, 0.979], [-0.467, 0.010, -0.691], [0.197, -0.040, 0.015], [-0.120, -0.019, -0.120], [0.009, 0.035, -0.055], [0.082, 0.036, 0.034], [-0.006, 0.026, -0.015], [-0.007, -0.122, 0.099], [0.016, 0.025, -0.013], [-0.019, -0.014, 0.033], [-0.005, -0.031, -0.014], [-0.026, 0.042, 0.014], [-0.011, -0.066, 0.065], [0.208, 0.152, -0.082], [0.038, -0.001, -0.076], [-0.004, 0.012, 0.036], [0.005, 0.005, -0.009], [0.003, -0.017, 0.024], [-0.008, -0.006, 0.043], [-0.071, -0.037, -0.043], [0.002, -0.019, -0.013], [-0.006, -0.011, 0.034], [0.015, 0.006, 0.006], [0.009, -0.014, 0.027], [-0.056, -0.042, -0.026], [0.060, 0.003, -0.038], [0.156, 0.230, 0.497], [-0.035, -0.089, 0.056], [0.044, 0.001, 0.019], [-0.031, 0.034, -0.037], [0.017, -0.094, -0.020], [0.051, -0.008, 0.009], [-0.031, -0.017, 0.030], [-0.013, 0.033, 0.009], [0.055, -0.021, -0.020], [0.036, 0.028, 0.032], [-0.020, 0.028, -0.017], [0.033, -0.023, -0.022], [-0.055, -0.003, -0.085], [0.017, -0.026, 0.032], [-0.011, 0.043, 0.026], [0.043, 0.017, -0.005], [0.001, -0.049, 0.010], [-0.012, 0.028, 0.028], [-0.031, -0.043, 0.013], [-0.029, 0.018, -0.032], [0.039, -0.016, -0.019], [-0.035, 0.031, -0.028], [-0.023, -0.033, 0.048], [0.026, 0.025, -0.023], [0.008, 0.016, 0.001], [-0.008, 0.009, -0.003], [-0.016, -0.016, -0.012], [0.033, -0.025, -0.050], [0.065, 0.077, -0.044], [0.013, -0.005, 0.003], [0.002, -0.018, 0.021], [-0.004, 0.017, -0.001], [0.013, -0.007, 0.027], [0.000, -0.004, 0.017], [0.006, 0.005, -0.004], [-0.006, -0.007, 0.017], [-0.026, 0.016, -0.004], [-0.030, 0.015, -0.016], [0.845, 0.646, 1.016], [-0.037, -0.014, -0.049], [-0.007, 0.005, 0.009], [0.012, 0.005, -0.007], [0.009, 0.004, 0.014], [-0.011, 0.176, -0.257], [0.044, -0.011, 0.133], [0.020, 0.037, 0.079], [0.084, -0.120, -0.058], [-0.357, 0.192, 0.071], [-0.007, -0.051, 0.135], [-0.054, -0.020, -0.170], [-0.087, 0.045, -0.071], [-0.715, -0.176, -0.731], [-0.042, 0.152, -0.032], [0.149, -0.059, -0.130], [-0.130, 0.190, 0.301], [-0.036, -0.277, 0.052], [0.030, -0.113, -0.126], [-0.078, 0.001, -0.034], [0.013, 0.045, 0.016], [0.010, -0.027, 0.043], [-0.041, 0.081, -0.007], [-0.026, -0.041, -0.019], [-0.038, 0.106, -0.027], [0.097, -0.234, -0.054], [-0.362, -0.124, -0.179], [0.011, -0.033, 0.013], [-0.001, -0.018, -0.014], [0.008, -0.046, -0.007], [-0.026, -0.048, 0.034], [-0.645, -0.595, -1.138]], "lowdin_charge": [0.394, -0.210, 0.312, -0.181, -0.170, -0.258, 0.693, -0.441, 0.685, -0.354, 0.324, -0.165, -0.173, -0.196, -0.267, -0.116, -0.099, -0.107, -0.076, -0.094, -0.259, -0.104, -0.087, -0.097, -0.088, -0.106, -0.287, -0.100, -0.099, -0.108, -0.089, -0.094, -0.258, -0.088, -0.064, -0.101, -0.100, -0.104, 0.010, 0.010, 0.007, 0.018, 0.005, 0.009, 0.025, 0.010, 0.016, 0.005, 0.023, 0.024, 0.004, 0.021, 0.026, 0.002, 0.018, 0.027, 0.084, 0.092, 0.090, 0.101, 0.000, 0.096, 0.102, 0.092, 0.097, 0.102, 0.088, 0.093, 0.089, 0.095, 0.101, 0.049, 0.102, 0.089, 0.091, 0.108, -0.017, 0.024, -0.714, 0.013, -0.203, 0.041, 0.080, 0.122, 0.439, -0.235, 0.052, -0.590, -0.160, -0.150, -0.030, 0.008, -0.228, 0.004, -0.162, 0.017, -0.200, 0.037, 0.121, 0.112, 0.121, 0.127, 0.080], "homo_lumo_gap_ev": [6.347, 5.472], "multiplicity": 5, "relative_energy_kcal_mol": 0.0, "largest_force_ev_per_a": 1.471, "charge": -2}